Entry from OMol25: a 8-piece molecular cluster, C48H74F21N4O18P2S2Si overall in a non-equilibrium geometry (wB97M-V/def2-TZVPD).

Summary:
E_HOMO	-4.7	eV
electronic energy	-7312.52568	Eh
2S+1	1
charge	-1

The geometry in XYZ format:
```
170
Properties=species:S:1:pos:R:3:forces:R:3
C 4.4531 -3.6553 6.0493 0.65 -0.31 -0.76
C 3.8129 -3.5861 4.6895 0.61 0.24 -0.37
C 3.7469 -4.9086 3.9461 -0.96 -0.11 0.28
N 3.4363 -2.4588 4.2386 -1.29 -0.02 1.58
C 2.3031 -2.4350 3.3586 0.79 0.33 -1.93
O 2.2907 -1.2496 2.5867 0.30 0.08 0.28
P 0.8211 -1.2128 1.7302 -2.24 -0.04 0.13
C 0.4026 0.5629 2.2697 0.46 0.18 -0.84
C 1.5994 1.4842 2.5092 -0.76 0.37 0.59
C 1.0723 2.9128 2.6438 0.17 -0.14 -0.26
S 2.2908 4.1232 3.2277 -0.29 0.42 0.27
C 2.9763 4.7574 1.7698 -0.07 -0.35 -0.50
S 3.1082 3.9670 0.3587 -0.03 0.08 0.01
N 3.4694 6.0704 1.9287 0.27 0.05 0.26
C 4.6464 6.5748 1.4151 0.29 0.50 -0.18
C 4.7037 7.8688 1.8201 -0.11 -0.26 0.29
N 3.5961 8.1954 2.5846 0.08 -0.13 -0.34
C 2.8850 7.1035 2.6192 0.08 0.18 0.40
C -0.9417 -1.3143 0.8219 0.69 -0.77 -0.61
C -1.1251 -2.6539 0.1820 -1.14 1.68 2.12
C -1.3980 -3.8845 1.2285 0.87 -0.63 -1.81
O -2.3557 -3.1814 0.1457 0.51 -0.81 -1.55
P 1.6976 -0.5270 -0.2321 1.54 0.49 0.33
N 3.2572 -0.2019 -0.3607 -0.14 -0.08 0.10
O 0.0333 -1.8784 3.1307 0.63 0.00 -0.03
C 0.9268 -2.5018 4.0417 -0.62 -0.01 -0.74
C 0.7310 -1.7850 5.3643 -0.32 -0.44 0.36
C 1.2113 -2.4814 6.6295 0.05 0.74 -0.09
O 0.8499 -3.8622 6.6269 0.24 -0.06 0.23
Si 0.7996 -4.6568 8.0727 -0.24 -0.47 0.62
C 0.2277 -6.4323 7.8560 0.11 0.29 0.14
C -0.3718 -3.8446 9.2994 0.23 0.39 -0.34
C 2.4603 -4.7117 8.9585 -0.06 -0.12 -0.50
H 4.6970 -2.6666 6.4259 -0.15 0.01 0.12
H 3.7430 -4.1917 6.6804 0.02 0.19 0.17
H 5.3530 -4.2760 5.9976 0.07 0.06 0.18
H 2.7189 -5.1735 3.6928 0.01 0.00 -0.08
H 4.3060 -4.8373 3.0144 0.08 0.00 0.02
H 4.1246 -5.7233 4.5614 0.19 0.02 -0.04
H 2.3358 -3.2302 2.5972 0.03 -0.35 0.34
H 1.0259 -2.5486 1.1984 0.50 0.03 0.16
H -0.1670 0.9959 1.4370 -0.07 -0.06 0.00
H -0.2747 0.5433 3.1237 0.11 -0.08 0.13
H 2.3130 1.4743 1.6866 0.16 -0.29 0.12
H 2.0633 1.2074 3.4567 0.38 -0.09 -0.19
H 0.6961 3.2863 1.6896 0.04 0.02 -0.02
H 0.2506 2.9727 3.3595 0.09 0.01 0.15
H 5.3640 6.0322 0.8282 -0.27 -0.37 -0.01
H 5.4901 8.5744 1.6128 0.03 0.02 0.09
H 1.9524 6.9934 3.1458 -0.04 -0.13 -0.09
H -1.0106 -0.6089 -0.0190 -0.14 0.32 0.27
H -1.7584 -1.2359 1.5372 0.06 0.44 0.06
H -0.4779 -2.9013 -0.6593 0.18 -0.22 0.12
H -0.5776 -4.4349 0.6645 -0.61 -0.30 -0.46
H -2.0308 -4.7699 1.2236 -0.39 0.30 1.64
H 1.3686 -1.5558 -1.1454 -0.54 0.22 -0.06
H 0.9675 0.6180 -0.6684 -0.37 -0.35 -0.30
H 3.6818 -0.3297 0.5542 0.10 -0.01 -0.06
H 0.6159 -3.5524 4.0456 0.18 -0.06 0.70
H -0.3521 -1.6748 5.4625 -0.04 0.00 -0.13
H 1.1308 -0.7703 5.3088 0.21 -0.06 0.00
H 0.7305 -1.9695 7.4734 -0.01 -0.08 0.07
H 2.2860 -2.3290 6.7627 0.04 -0.37 -0.09
H -0.8180 -6.5147 8.1541 -0.10 -0.03 -0.28
H 0.7875 -7.0316 8.5791 0.08 -0.10 -0.12
H 0.3804 -6.8342 6.8561 -0.07 -0.06 -0.01
H 0.0707 -2.8956 9.6146 -0.10 0.02 0.13
H -1.3483 -3.6210 8.8674 -0.05 -0.09 0.02
H -0.4981 -4.4638 10.1881 -0.02 -0.07 -0.02
H 3.1538 -5.3617 8.4198 0.08 0.06 0.00
H 2.3236 -5.1604 9.9438 -0.03 0.18 0.11
H 2.9065 -3.7200 9.0387 0.08 -0.02 0.18
C -4.7973 -2.0277 -1.7532 -0.16 0.17 -0.28
C -4.9726 -1.2272 -0.4843 0.28 -0.53 0.13
O -5.2055 0.1739 -0.7838 -0.07 0.11 0.08
C -6.4348 0.5079 -1.1078 0.14 -0.21 0.06
O -7.3925 -0.2079 -1.1869 -0.10 0.10 -0.03
C -6.5125 2.0307 -1.3464 -0.01 0.10 -0.08
F -5.4943 2.4690 -2.0900 0.01 -0.01 -0.01
F -6.4814 2.6808 -0.1737 -0.01 -0.02 0.03
F -7.6472 2.3538 -1.9659 -0.03 -0.03 0.02
H -3.9987 -1.6006 -2.3602 0.09 -0.07 0.08
H -4.5398 -3.0573 -1.5119 0.08 0.03 0.07
H -5.7055 -2.0254 -2.3581 -0.06 -0.02 0.09
H -4.0624 -1.2574 0.1093 0.03 0.19 -0.05
H -5.7829 -1.6141 0.1326 -0.14 0.16 -0.09
C -8.7324 0.3649 1.7617 0.26 -0.19 0.10
C -9.5692 0.2998 3.0190 -0.24 0.32 -0.34
O -9.1017 -0.7299 3.9157 -0.01 -0.05 0.10
C -8.0737 -0.4053 4.6858 -0.13 0.10 -0.15
O -7.4995 0.6415 4.7161 0.06 -0.04 0.09
C -7.7285 -1.5894 5.6130 0.11 -0.10 0.03
F -7.7218 -2.7474 4.9479 -0.02 0.00 -0.01
F -8.6443 -1.6793 6.5919 -0.04 0.03 -0.01
F -6.5384 -1.4188 6.1716 0.00 0.05 0.01
H -8.6983 -0.6084 1.2727 -0.09 0.03 -0.06
H -9.1497 1.0905 1.0643 -0.03 -0.01 0.01
H -7.7063 0.6553 1.9891 -0.03 0.09 0.02
H -10.5953 0.0275 2.7803 0.02 -0.17 0.10
H -9.5933 1.2573 3.5384 0.15 -0.05 0.11
C 3.0670 -1.7665 -5.5838 -0.23 -0.21 0.06
C 2.2794 -0.4772 -5.6577 0.35 -0.19 0.01
O 0.8584 -0.7400 -5.7662 -0.11 0.10 -0.09
C 0.2358 -1.0252 -4.6332 0.27 -0.01 -0.08
O 0.7173 -1.0971 -3.5451 -0.22 -0.05 0.03
C -1.2653 -1.2276 -4.9169 -0.15 -0.11 -0.02
F -1.4679 -1.9812 -6.0067 0.03 0.03 -0.03
F -1.8447 -0.0344 -5.1347 -0.04 0.06 -0.02
F -1.8806 -1.8115 -3.8977 0.07 0.06 0.07
H 2.8325 -2.4046 -6.4375 0.07 0.06 -0.06
H 4.1350 -1.5518 -5.5834 0.00 0.04 0.01
H 2.8265 -2.3215 -4.6779 0.07 0.08 0.06
H 2.5364 0.0726 -6.5552 -0.26 -0.07 -0.08
H 2.4751 0.1570 -4.7965 -0.20 -0.09 0.10
C -3.1884 -10.5393 2.5164 -0.03 0.23 -0.10
C -1.8317 -10.4915 3.1842 -0.18 -0.39 0.07
O -1.0666 -9.3583 2.7347 0.09 0.06 0.02
C -1.3469 -8.2010 3.3247 -0.03 -0.21 0.03
O -2.1622 -8.0168 4.1777 0.02 0.09 0.00
C -0.4206 -7.0977 2.7735 0.12 0.19 -0.08
F -0.3227 -7.1707 1.4410 -0.04 -0.05 -0.01
F 0.8148 -7.2488 3.2813 -0.02 -0.07 0.06
F -0.8674 -5.9005 3.1013 0.02 -0.13 0.17
H -3.0785 -10.5283 1.4316 0.02 -0.09 0.00
H -3.7195 -11.4451 2.8081 0.02 -0.01 0.01
H -3.7924 -9.6775 2.7974 0.00 -0.03 0.07
H -1.2396 -11.3635 2.9139 0.11 0.10 -0.08
H -1.9193 -10.4718 4.2700 0.00 0.17 0.00
C 5.8836 4.7462 -9.5490 -0.05 -0.26 0.04
C 5.0805 5.4050 -8.4497 0.22 0.33 -0.22
O 4.1328 4.4847 -7.8717 -0.07 -0.02 0.09
C 4.6155 3.6559 -6.9566 0.04 0.19 -0.10
O 5.7415 3.5936 -6.5649 -0.01 -0.10 0.05
C 3.4772 2.7645 -6.4174 -0.07 -0.07 0.10
F 2.7154 2.2994 -7.4180 0.02 -0.01 -0.08
F 2.6866 3.4555 -5.5931 0.02 0.10 0.01
F 3.9708 1.7271 -5.7503 0.28 0.26 -0.06
H 5.2202 4.3204 -10.3024 -0.01 0.09 -0.04
H 6.5358 5.4771 -10.0260 -0.01 0.02 0.01
H 6.4988 3.9386 -9.1538 0.05 0.06 0.04
H 4.4816 6.2216 -8.8469 -0.15 -0.09 0.04
H 5.7229 5.8120 -7.6697 -0.02 -0.15 0.08
C 3.6965 10.0115 -0.3611 -0.36 0.16 -0.34
C 4.7670 10.4334 -1.3399 0.19 -0.08 0.47
O 4.2954 10.3631 -2.7063 0.04 0.04 -0.09
C 3.5852 11.3946 -3.1259 0.12 -0.06 0.17
O 3.2965 12.3768 -2.5086 -0.06 0.06 -0.10
C 3.1903 11.1842 -4.6028 -0.12 -0.05 -0.08
F 2.7474 9.9433 -4.8210 0.01 -0.02 0.00
F 4.2529 11.3901 -5.3957 0.05 0.01 0.02
F 2.2350 12.0353 -4.9619 0.01 0.05 0.03
H 3.3265 9.0152 -0.6025 0.11 -0.06 0.08
H 4.0891 10.0021 0.6500 -0.02 0.04 0.02
H 2.8473 10.6947 -0.3922 0.06 0.07 0.02
H 5.6171 9.7554 -1.2933 -0.05 -0.07 -0.20
H 5.1329 11.4382 -1.1318 -0.12 0.07 -0.12
C -1.0687 2.2977 -7.9028 0.02 0.17 -0.23
C -1.9632 1.1892 -8.4103 0.21 -0.10 0.52
O -2.6860 1.6001 -9.5944 -0.07 -0.05 -0.09
C -2.0260 1.5250 -10.7358 0.04 -0.06 0.23
O -0.9002 1.1583 -10.9014 -0.01 0.02 -0.13
C -2.9508 1.9520 -11.8953 -0.03 0.08 -0.10
F -3.6360 3.0601 -11.5963 0.00 0.01 0.01
F -3.8334 0.9783 -12.1604 0.00 -0.03 0.03
F -2.2464 2.1851 -12.9987 0.03 -0.03 0.01
H -1.6478 3.2057 -7.7315 -0.03 -0.04 0.10
H -0.5966 1.9973 -6.9680 -0.02 -0.03 0.01
H -0.2881 2.5345 -8.6256 0.05 -0.08 0.03
H -2.7252 0.9478 -7.6733 -0.14 0.05 -0.13
H -1.3991 0.2801 -8.6142 0.01 0.04 -0.19
```
Positions in Å, forces in eV/Å.